Entry 1:
Computed, not measured: a molecular structure, C4H4N2O at a distorted geometry, with ωB97M-V/def2-TZVPD.

```
11
Properties=species:S:1:pos:R:3:forces:R:3:mulliken_spin:R:1
C 1.440290 0.669061 -0.003431 2.1756 -0.5002 -0.2126 0.555
C 2.041112 -0.628645 -0.037287 1.4519 1.6748 -0.0201 0.111
C -2.127278 -0.336259 0.038369 1.2473 -0.0896 0.0932 0.014
C -1.018458 0.576331 0.021995 -1.8018 -0.3107 -0.0376 0.487
N 0.222919 0.113621 0.026813 0.5106 -2.8358 0.2154 0.170
N 0.937844 -1.313364 0.006947 -2.7729 1.3769 -0.0105 0.352
O -3.294843 -0.020688 -0.050148 -0.9054 0.3993 -0.0268 0.262
H 1.713495 1.702232 -0.035325 0.0652 0.3700 0.0214 0.023
H 3.036695 -1.021593 -0.095860 0.1540 -0.1144 0.0588 0.011
H -1.810813 -1.388712 0.142397 -0.1024 -0.0921 -0.0417 -0.002
H -1.140965 1.648019 -0.014470 -0.0222 0.1218 -0.0396 0.018
```
Positions in Å, forces in eV/Å.

The spin multiplicity is 3. The value obtained for the energy relative to the best compared isomer or geometry (same formula, charge and spin) is 32.5 kcal/mol. The value obtained for the gap between HOMO and LUMO (spin up / spin down) is 0.2882 / 0.2819 Eh. The value obtained for the largest force on an atom is 3.096 eV/Å.

---

Entry 2:
Computed, not measured: a single C8H14BN molecule at a distorted geometry, with ωB97M-V/def2-TZVPD.

```
24
Properties=species:S:1:pos:R:3:forces:R:3:nbo_charge:R:1
C 1.705323 -2.018400 0.962646 -1.1195 1.2136 -2.5389 -0.591
C 0.290380 -1.429527 1.348874 0.3412 1.0107 -2.6018 -0.777
B -0.450206 -0.522780 0.214665 0.0961 0.4907 0.0543 1.034
C -1.976511 -0.696903 -0.249708 1.2127 0.2315 0.1406 -0.779
C -2.791910 0.516600 0.229535 -2.3525 -2.7109 -1.3507 -0.589
N 0.257852 0.686846 -0.328444 -1.6467 -2.3069 1.3967 -0.620
C 1.428093 1.113574 0.120659 3.6637 -0.8210 3.6047 -0.026
C 2.054704 1.922067 -0.758803 0.9454 -0.2773 0.5896 -0.307
C 1.175629 2.025820 -1.835259 0.7855 -0.2660 -1.0071 -0.278
C 0.074622 1.223602 -1.554371 0.4875 2.2114 -1.3219 -0.088
H 2.103918 -2.448117 1.802689 1.2117 -0.9954 2.1935 0.202
H 1.611856 -2.881667 0.224933 0.0764 1.3837 0.5882 0.207
H 2.426735 -1.210225 0.589792 -1.0922 -1.4125 0.3060 0.211
H -0.416274 -2.232462 1.475152 -0.0940 -0.2955 0.9418 0.227
H 0.370871 -0.699126 2.159096 -0.0661 -0.5450 0.5341 0.239
H -2.415290 -1.655413 0.054850 0.0062 0.3347 0.1019 0.221
H -2.034269 -0.659489 -1.320905 0.2107 -0.2645 -0.7919 0.233
H -2.336157 1.440335 0.123341 0.7902 1.7252 -0.2774 0.211
H -3.810390 0.454638 -0.248195 1.0327 0.5755 -0.0992 0.206
H -3.079047 0.310174 1.202781 -0.1204 0.1883 2.4246 0.204
H 1.945955 0.700763 1.047542 -1.2837 0.6198 -1.2944 0.205
H 3.109941 2.213333 -0.676141 -0.7835 0.1911 -0.0988 0.222
H 1.666257 2.458635 -2.700131 -1.4244 0.2694 -0.5391 0.224
H -0.912084 1.387723 -1.884598 -0.8772 -0.5505 -0.9549 0.208
```
Positions in Å, forces in eV/Å.

The value obtained for the energy relative to the best compared isomer or geometry (same formula, charge and spin) is 6.7 kcal/mol. The value obtained for the gap between HOMO and LUMO is 0.3296 Eh. The value obtained for the largest force on an atom is 5.205 eV/Å.

---

Entry 3:
Computed, not measured: a single C6H12N2 molecule at a distorted geometry, with ωB97M-V/def2-TZVPD.

```
20
Properties=species:S:1:pos:R:3:forces:R:3:nbo_charge:R:1
C 2.084824 0.616715 -1.847834 0.9758 -1.8071 -0.1636 -0.232
N 1.362394 0.699730 -0.831842 -1.9599 1.8226 0.9222 -0.201
N 0.753314 -0.281153 -0.265016 -2.6970 -1.3611 3.6130 -0.259
C 1.088855 -1.645109 -0.482834 0.3882 -0.0321 -2.2351 -0.455
C -0.179094 -0.027359 0.875299 1.6901 -1.1071 2.5855 0.233
C -0.008522 -0.757397 2.080113 -0.8808 2.4514 -3.9835 -0.466
C -1.099907 1.183887 0.805384 0.5382 0.0388 1.1781 -0.469
C -2.276876 1.066401 -0.188732 0.4601 -0.3468 -1.2226 -0.613
H 2.428656 1.543871 -2.115267 1.1898 1.8780 -1.2392 0.181
H 2.476647 -0.300287 -2.271116 -0.1606 -0.1327 -0.2947 0.153
H 0.591063 -1.874731 -1.419148 0.5780 -0.3899 -1.0363 0.198
H 2.188696 -1.778801 -0.585938 -0.7290 -0.2848 0.3645 0.204
H 0.544310 -2.335377 0.113869 0.2335 -0.2137 1.2966 0.231
H 0.599563 -1.613753 2.063985 0.9453 -0.7611 0.2632 0.191
H -0.465068 -0.466423 3.004816 -0.6165 -0.0124 -0.0005 0.209
H -1.533901 1.261572 1.822070 0.4275 0.1999 -0.4064 0.211
H -0.343497 2.001772 0.690539 -1.2298 -0.0618 -0.4313 0.241
H -3.064794 0.356471 0.158513 0.7215 0.5161 -0.0120 0.211
H -2.798520 2.007173 -0.523958 0.8345 -0.7627 0.6310 0.222
H -1.805133 0.602004 -1.085276 -0.7092 0.3664 0.1712 0.208
```
Positions in Å, forces in eV/Å.

The value obtained for the energy relative to the best compared isomer or geometry (same formula, charge and spin) is 78.0 kcal/mol. The value obtained for the gap between HOMO and LUMO is 0.3241 Eh. The value obtained for the largest force on an atom is 4.760 eV/Å.

---

Entry 4:
Computed, not measured: a single C4H8O molecule at a distorted geometry, with ωB97M-V/def2-TZVPD.

```
13
Properties=species:S:1:pos:R:3:forces:R:3:nbo_charge:R:1
C 1.541469 -0.751967 0.137131 1.8832 -2.2259 1.8087 -0.612
C 0.708283 0.315699 -0.507454 -0.1948 -0.4649 -0.7509 -0.278
C 0.044049 1.190849 0.478621 -1.9551 1.3173 -0.1783 -0.439
C -0.846793 0.268821 -0.354344 2.7689 0.5953 -1.5923 0.073
O -1.484348 -0.883302 0.062964 -0.7690 0.7924 2.1144 -0.686
H 2.674448 -0.417858 -0.028784 -2.2772 -1.0878 0.5499 0.218
H 1.350884 -0.778943 1.394268 0.5892 -0.1484 -3.7408 0.205
H 1.390253 -1.899344 -0.289415 0.3948 3.0945 1.0618 0.224
H 1.143719 0.742647 -1.481752 -0.9264 -0.5741 1.6581 0.223
H 0.032752 0.851018 1.506834 0.5559 0.2661 0.1068 0.215
H -0.057817 2.294323 0.328831 0.0668 -1.1126 0.1980 0.222
H -1.279007 0.660778 -1.243339 -0.5780 0.6721 -0.4160 0.166
H -2.062501 -0.526616 0.785912 0.4416 -1.1240 -0.8194 0.470
```
Positions in Å, forces in eV/Å.

The value obtained for the energy relative to the best compared isomer or geometry (same formula, charge and spin) is 55.7 kcal/mol. The value obtained for the gap between HOMO and LUMO is 0.3838 Eh. The value obtained for the largest force on an atom is 3.790 eV/Å.

---

Entry 5:
Computed, not measured: a molecular structure, C34H36BN6O6PSTi, with ωB97M-V/def2-TZVPD.

```
86
Properties=species:S:1:pos:R:3:forces:R:3:mulliken_spin:R:1
Ti 1.047170 -0.609483 -0.748477 -0.0931 0.4403 0.1710 0.914
C -0.413307 -2.436296 2.149626 0.0558 0.0145 -0.0082 -0.006
C 0.543899 -1.329560 2.432969 0.1549 0.0746 0.0550 0.021
C 0.946369 -0.902558 3.704385 -0.0745 -0.0142 -0.0389 0.002
C 1.835885 0.127998 3.487632 -0.0436 -0.0490 -0.0436 0.002
C 2.569531 0.949448 4.493761 0.0437 0.0227 -0.0356 0.000
N 1.951558 0.294082 2.159427 0.0419 -0.0622 0.1888 0.009
N 1.154414 -0.587220 1.501312 -0.1412 -0.2025 0.0276 -0.010
B 2.874133 1.285115 1.434549 -0.1047 0.0557 -0.0288 0.005
N 2.033538 2.375410 0.783612 -0.0538 0.1500 0.0262 -0.001
N 1.053469 2.010632 -0.076737 0.0389 -0.1875 -0.0616 0.009
C 0.501297 3.139570 -0.519871 0.0297 -0.0674 0.0608 0.012
C -0.612355 3.213813 -1.509874 -0.0041 -0.0189 -0.0249 0.001
C 1.135780 4.242367 0.076524 -0.0251 0.0590 -0.0246 0.000
C 2.109281 3.714072 0.894451 0.0159 -0.0037 0.0370 0.001
C 3.099367 4.418196 1.762697 0.0168 -0.0645 0.0055 0.000
N 3.712219 0.560421 0.372660 0.3311 -0.1687 0.0737 -0.003
N 3.178195 -0.154638 -0.658163 0.0559 -0.0520 -0.2968 0.002
C 4.202267 -0.589242 -1.406840 0.0498 0.1792 0.1382 0.010
C 4.076840 -1.387304 -2.656426 -0.0733 -0.0277 -0.0370 0.005
C 5.402674 -0.152028 -0.839820 -0.0246 -0.0768 -0.1074 0.002
C 5.052828 0.566066 0.282569 -0.0846 0.0319 -0.0734 0.002
C 5.961876 1.257684 1.242163 -0.0498 0.0218 0.0631 0.000
H -0.233967 -3.257213 2.845554 0.0085 0.0007 0.0091 0.000
H -1.442897 -2.103401 2.294259 0.0045 -0.0067 -0.0033 0.002
H -0.295121 -2.803881 1.136090 -0.0171 -0.0360 0.0090 0.005
H 0.631860 -1.303733 4.653155 -0.0111 -0.0019 0.0146 0.000
H 2.225065 0.687280 5.492744 -0.0013 -0.0102 0.0067 0.000
H 3.645461 0.775706 4.441487 -0.0023 0.0226 0.0088 0.000
H 2.398447 2.014732 4.336298 0.0104 0.0034 0.0172 0.000
H 3.620656 1.764254 2.232149 0.0261 0.0687 0.0570 0.000
H -1.419276 2.534820 -1.246354 -0.0471 0.0111 -0.0097 0.001
H -1.005960 4.230777 -1.540540 0.0257 0.0170 0.0242 0.000
H -0.261324 2.943448 -2.505980 -0.0233 -0.0086 -0.0057 0.000
H 0.909397 5.284736 -0.077449 -0.0042 0.0120 -0.0052 0.000
H 2.939005 5.493465 1.699190 -0.0066 0.0019 -0.0020 0.000
H 3.005409 4.116979 2.807460 0.0151 0.0078 0.0007 0.000
H 4.123989 4.208103 1.450634 0.0052 0.0119 0.0144 0.000
H 3.404805 -0.906669 -3.364224 -0.0093 -0.0171 -0.0143 0.001
H 5.063415 -1.491315 -3.108163 0.0101 0.0213 0.0093 0.000
H 3.673456 -2.379496 -2.462471 -0.0013 -0.0364 -0.0130 0.000
H 6.396316 -0.332392 -1.213440 0.0132 -0.0138 -0.0023 0.000
H 6.986914 1.172307 0.885318 0.0073 -0.0124 -0.0016 0.000
H 5.715407 2.314909 1.337540 0.0191 0.0040 0.0121 0.000
H 5.904809 0.813498 2.237140 -0.0026 0.0200 0.0037 0.000
O -0.046209 0.919769 -3.983339 -0.0962 0.1066 0.1311 0.002
C -0.601517 0.360617 -3.055647 0.3616 -0.1091 -0.4666 -0.009
O -0.190163 0.426945 -1.822820 -0.1354 0.1985 -0.1049 -0.029
C -1.842916 -0.450204 -3.302086 -0.2327 -0.0540 0.0380 0.013
C -2.294237 -0.516900 -4.618577 0.1034 0.0629 0.0799 0.000
C -3.425882 -1.234720 -4.951221 -0.0831 -0.0580 0.0227 0.000
C -4.126756 -1.894849 -3.952538 0.0189 0.0143 -0.0490 0.000
C -3.687507 -1.833903 -2.640514 0.0459 0.0195 -0.0033 -0.001
C -2.539189 -1.121976 -2.288363 -0.0315 0.0518 -0.1638 0.002
P -1.951692 -1.085517 -0.548664 0.0402 -0.0328 -0.0153 0.058
C -3.101202 -2.290592 0.226302 0.0164 0.0119 0.1006 0.002
C -4.144441 -1.941344 1.078755 0.0133 0.0281 -0.0524 0.000
C -4.907144 -2.921761 1.701290 -0.0373 -0.0082 0.0331 0.000
C -4.635813 -4.261741 1.477428 -0.0072 -0.0208 0.0131 0.000
C -3.590337 -4.618945 0.634045 0.0198 -0.0278 -0.0121 0.000
C -2.820474 -3.644272 0.020214 -0.0180 -0.0174 -0.0071 0.002
C -2.649770 0.506355 0.040850 -0.0179 -0.0609 -0.0624 -0.039
C -3.761338 1.124626 -0.530553 0.0334 -0.0168 0.0087 -0.001
C -4.220326 2.336715 -0.038173 -0.0277 0.0168 -0.0191 0.000
C -3.573853 2.945330 1.029944 -0.0224 0.0468 -0.0003 0.000
C -2.469587 2.337021 1.604839 0.0366 0.0062 0.0290 0.004
C -2.009898 1.124494 1.110779 0.0113 0.0049 0.0221 0.016
H -1.720620 0.011577 -5.367563 0.0141 -0.0010 0.0084 0.000
H -3.760382 -1.281667 -5.980161 0.0045 -0.0026 -0.0027 0.000
H -5.016134 -2.465898 -4.190305 -0.0062 0.0057 -0.0066 0.000
H -4.248914 -2.360315 -1.883630 -0.0173 -0.0274 0.0505 0.000
H -4.366317 -0.897967 1.261648 -0.0108 0.0169 0.0084 0.000
H -5.715867 -2.632975 2.362087 0.0003 -0.0016 0.0003 0.000
H -5.231073 -5.026044 1.962303 0.0013 -0.0013 -0.0013 0.000
H -3.365695 -5.664341 0.460095 -0.0006 0.0039 0.0013 0.000
H -1.992232 -3.915920 -0.626368 -0.0114 -0.0220 -0.0131 0.002
H -4.261317 0.660669 -1.372841 0.0120 -0.0020 0.0013 0.000
H -5.078905 2.812427 -0.496550 0.0021 0.0045 0.0033 0.000
H -3.924185 3.899677 1.403898 -0.0039 0.0000 -0.0003 0.000
H -1.944847 2.815866 2.422355 -0.0062 0.0015 0.0034 0.000
H -1.125318 0.668158 1.539036 0.0233 0.0094 0.0134 -0.007
O 1.175199 -1.675874 -2.601332 0.0247 0.1887 -0.0108 0.010
S 0.979840 -3.010889 -1.935763 -0.3187 -0.3000 0.1447 0.003
O 1.961161 -3.986425 -2.330091 0.0922 0.0571 0.0202 -0.002
O 1.222955 -2.552273 -0.470556 0.0912 -0.0342 0.1626 -0.011
O -0.399869 -3.446378 -2.040775 0.0370 -0.1716 -0.1007 -0.002
```
Positions in Å, forces in eV/Å.

The spin multiplicity is 2. The value obtained for the energy relative to the best compared isomer or geometry (same formula, charge and spin) is 0.0 kcal/mol. The value obtained for the gap between HOMO and LUMO (spin up / spin down) is 0.2718 / 0.2940 Eh. The value obtained for the largest force on an atom is 0.600 eV/Å. The total charge is -1.

---

Entry 6:
Computed, not measured: a molecular structure, C3H8N5O3Se3TaTe at a distorted geometry, with ωB97M-V/def2-TZVPD.

```
24
Properties=species:S:1:pos:R:3:forces:R:3:nbo_charge:R:1
Ta -0.889138 1.447364 0.207347 0.6803 1.0142 -2.0056 1.105
Se -0.926188 3.918888 0.639248 -0.8640 -1.0619 0.2668 0.105
Se -3.137225 3.862855 1.648589 0.6546 -0.8568 -0.2513 0.097
Te -3.162144 1.305848 2.077142 0.4622 0.6260 -1.3146 0.558
Se -3.119394 0.452048 -0.425533 0.3342 0.5324 1.3616 -0.110
N -0.395267 -2.119343 0.450799 -0.1758 0.3100 -0.5577 -0.621
N 0.361920 -2.257515 -0.742601 0.5478 -0.2761 -0.9827 -0.376
C 0.611522 -1.337528 -1.679721 0.6341 -0.5870 -0.1772 0.634
N 1.497239 -1.648752 -2.661319 -1.1287 0.7049 0.5817 -0.737
N -0.084271 -0.140171 -1.550737 1.6298 0.8358 -0.5174 -0.454
N 0.306724 0.914415 -2.336079 0.1467 2.1217 -1.7450 0.597
O -0.328173 2.024326 -1.836734 1.7215 -2.5321 -0.7104 -0.488
O 1.028271 0.985428 -3.368941 -3.0164 -0.7831 4.5162 -0.230
H -0.356625 -3.059728 0.865025 -0.2539 0.6519 0.0999 0.407
H -1.359839 -1.913878 0.165295 0.1644 -0.4306 0.2442 0.386
H 0.786346 -3.174349 -0.884393 -0.1661 0.4117 0.0616 0.423
H 1.875354 -2.593204 -2.699653 -0.0244 0.4394 -0.0657 0.436
H 1.637744 -1.022382 -3.463888 -0.1257 -0.4362 0.6251 0.466
C 0.847562 0.566864 3.037424 -0.4860 1.0146 -0.7629 -0.729
C 0.621928 1.073415 1.619766 3.2004 -0.7726 -0.0879 0.221
O 1.545793 1.359808 0.771129 -4.3742 -0.6874 1.6497 -0.486
H 1.676454 1.084450 3.506180 0.3153 -0.0050 -0.0311 0.279
H 1.019770 -0.506439 3.055786 0.0815 -0.1282 -0.2470 0.280
H -0.058364 0.777580 3.605869 0.0423 -0.1057 0.0499 0.240
```
Positions in Å, forces in eV/Å.

The value obtained for the energy relative to the best compared isomer or geometry (same formula, charge and spin) is 10.5 kcal/mol. The value obtained for the gap between HOMO and LUMO is 0.2513 Eh. The value obtained for the largest force on an atom is 5.487 eV/Å. The total charge is +2.

---

Question: Among the records above, which one has the highest energy relative to the best compared isomer or geometry (same formula, charge and spin)?
Answer: C6H12N2

---

Copy entry 1 word for word.
Computed, not measured: a molecular structure, C4H4N2O at a distorted geometry, with ωB97M-V/def2-TZVPD.

```
11
Properties=species:S:1:pos:R:3:forces:R:3:mulliken_spin:R:1
C 1.440290 0.669061 -0.003431 2.1756 -0.5002 -0.2126 0.555
C 2.041112 -0.628645 -0.037287 1.4519 1.6748 -0.0201 0.111
C -2.127278 -0.336259 0.038369 1.2473 -0.0896 0.0932 0.014
C -1.018458 0.576331 0.021995 -1.8018 -0.3107 -0.0376 0.487
N 0.222919 0.113621 0.026813 0.5106 -2.8358 0.2154 0.170
N 0.937844 -1.313364 0.006947 -2.7729 1.3769 -0.0105 0.352
O -3.294843 -0.020688 -0.050148 -0.9054 0.3993 -0.0268 0.262
H 1.713495 1.702232 -0.035325 0.0652 0.3700 0.0214 0.023
H 3.036695 -1.021593 -0.095860 0.1540 -0.1144 0.0588 0.011
H -1.810813 -1.388712 0.142397 -0.1024 -0.0921 -0.0417 -0.002
H -1.140965 1.648019 -0.014470 -0.0222 0.1218 -0.0396 0.018
```
Positions in Å, forces in eV/Å.

The spin multiplicity is 3. The value obtained for the energy relative to the best compared isomer or geometry (same formula, charge and spin) is 32.5 kcal/mol. The value obtained for the gap between HOMO and LUMO (spin up / spin down) is 0.2882 / 0.2819 Eh. The value obtained for the largest force on an atom is 3.096 eV/Å.

---

Question: Among the records above, which one has the lowest energy relative to the best compared isomer or geometry (same formula, charge and spin)?
Answer: C34H36BN6O6PSTi